C5H10BNO3 as an isolated structure in a non-equilibrium geometry, computed with wB97M-V/def2-TZVPD.

Cartesian coordinates (Å):
B (1.7408, -0.1247, 0.0852)
C (0.3049, 0.3075, -0.1979)
C (-0.5023, 1.3373, -0.4365)
C (-1.0083, -1.0582, -0.5929)
C (-0.0100, 2.8024, -0.2935)
C (-1.0689, -1.8402, 0.7555)
N (-2.1189, -0.3031, -1.0001)
O (-1.8233, 1.1120, -0.7968)
O (2.7346, 0.6227, 0.7156)
O (1.9725, -1.4116, -0.2925)
H (-0.3552, -1.6960, -1.2091)
H (0.9759, 2.8457, 0.1575)
H (-0.7059, 3.2856, 0.3688)
H (-0.0693, 3.2017, -1.3661)
H (-1.6049, -2.8136, 0.4021)
H (-1.6806, -1.2483, 1.5950)
H (0.0159, -2.1701, 0.8672)
H (-2.3224, -0.1693, -2.0321)
H (3.4839, -0.0082, 0.8341)
H (2.7657, -1.9222, -0.0162)

Values from the calculation:
- Lowest unoccupied orbital energy: 0.215 eV
- Energy relative to the best compared isomer or geometry (same formula, charge and spin): 78.8 kcal/mol
- HOMO level: -8.31 eV
- Total charge: 0
- Gap between HOMO and LUMO: 0.3133 Ha